DFT (ωB97M-V/def2-TZVPD) results for C6H12N3P in the gas phase in a non-equilibrium geometry.

Structure (XYZ):
```
22
Properties=species:S:1:pos:R:3:forces:R:3:nbo_charge:R:1
C 2.06615 0.92178 0.87536 0.348 3.269 0.203 -0.62
H 2.69449 -0.75575 -1.36301 2.681 -0.752 0.476 0.21
H 0.94427 -1.07761 1.89067 -0.252 0.078 0.482 0.20
H -0.14981 -1.60241 0.55197 1.907 -0.248 0.364 0.23
H 0.04918 2.50265 -0.80755 -0.891 -1.094 1.039 0.17
N -1.94931 2.00017 -0.60856 -0.624 1.683 0.342 -0.38
H 1.15415 -0.89626 -1.89337 -1.245 -1.044 -0.531 0.21
H -4.83182 -1.90893 -0.50017 1.042 0.907 1.354 0.02
C 1.14680 0.06028 0.04745 0.050 -2.675 -0.043 0.07
C -0.63643 1.66423 -0.42054 2.545 -1.333 -1.224 0.25
P -4.17588 -1.12490 0.63656 -1.286 -1.326 -0.847 0.31
H 3.14100 0.53317 0.89126 -1.535 0.582 -0.115 0.23
N -0.25352 0.45464 -0.12572 -0.701 2.996 -0.098 -0.53
N -2.75246 1.08174 -0.34594 1.111 -0.436 -0.696 0.01
H 1.75122 -2.01592 0.66245 -0.949 0.244 -0.120 0.20
H -3.17497 -2.10201 0.94940 -0.117 0.475 -0.430 0.03
C 1.79465 -0.27221 -1.34187 -2.980 3.683 -0.210 -0.60
H 1.76145 0.68794 -1.97533 0.639 -1.197 0.923 0.20
H 1.70834 1.08006 1.94311 0.363 -0.495 -1.246 0.22
H 2.02818 2.03694 0.42856 0.586 -2.353 0.845 0.20
C 0.91569 -1.29065 0.83399 0.001 -0.130 -0.937 -0.61
C -3.23136 0.02309 -0.32871 -0.692 -0.835 0.470 0.00
```
Forces are in eV/Å.

Properties
Energy relative to the best compared isomer or geometry (same formula, charge and spin) (kJ/mol): 265.37
Total charge: 0
Lowest unoccupied orbital energy (alpha / beta) (hartree): 0.0097 / 0.0097
HOMO-LUMO gap (alpha / beta) (Ha): 0.3145 / 0.3144
SMILES string: CC(C)(C)/N=C/N=N\C#[PH2]

DFT (ωB97M-V/def2-TZVPD) results for C5H8O as an isolated structure in a non-equilibrium geometry.

Structure (XYZ):
```
14
Properties=species:S:1:pos:R:3:forces:R:3:nbo_charge:R:1
C -0.70124 -0.49741 0.82894 -0.211 0.034 0.092 -0.46
H -0.92518 -1.55603 0.99122 -0.082 0.214 -0.166 0.21
H -1.55618 0.69067 -0.93563 -0.571 -0.610 -0.203 0.22
H -0.63622 -2.01694 -1.33267 0.304 0.202 0.181 0.18
H 0.14915 -0.77434 -2.42657 0.298 -0.081 0.328 0.17
C 0.72375 -0.06210 0.75031 0.243 0.412 0.736 0.36
O 1.31388 0.18368 1.94388 0.582 -0.124 0.259 -0.68
C -0.73478 0.05293 -0.60683 -0.282 0.734 0.143 -0.30
C 0.45770 0.99052 -0.29204 0.119 0.027 0.082 -0.47
C -0.19559 -1.02020 -1.41821 -0.562 -0.409 -1.307 -0.33
H 1.10901 1.20177 -1.14378 0.127 -0.122 0.307 0.21
H -1.24155 0.12220 1.55936 0.051 -0.056 -0.042 0.20
H 2.08963 0.75518 1.87992 -0.073 -0.104 -0.270 0.48
H 0.14763 1.93006 0.20209 0.058 -0.116 -0.139 0.19
```
Forces are in eV/Å.

Properties
Energy relative to the best compared isomer or geometry (same formula, charge and spin) (kJ/mol): 440.52
Total charge: 0
Lowest unoccupied orbital energy (alpha / beta) (hartree): 0.0183 / 0.0241
HOMO-LUMO gap (alpha / beta) (Ha): 0.2919 / 0.3262

DFT (ωB97M-V/def2-TZVPD) results for C4H3HgO3 as an isolated structure in a non-equilibrium geometry.

Structure (XYZ):
```
11
Properties=species:S:1:pos:R:3:forces:R:3:nbo_charge:R:1
O -2.21214 -1.83240 -1.06487 0.996 0.418 -1.528 -0.50
C -1.09120 0.49788 0.97818 0.831 0.670 -0.773 -0.45
C -1.57986 -1.53203 -1.96418 -1.028 -0.503 1.479 0.51
H -2.14795 0.74056 1.09772 0.289 -0.437 -0.281 0.23
Hg 3.36468 -1.97170 0.07891 0.628 -2.862 -0.002 0.11
C -0.41080 1.06603 -0.03374 -2.041 0.449 1.264 0.10
H -0.60054 -0.10992 1.73819 -0.108 0.193 -0.161 0.21
H -0.90243 1.71680 -0.76078 0.197 -0.265 0.178 0.20
C 1.70798 0.00779 0.00044 4.103 4.420 0.152 0.71
O 2.92211 0.26984 0.07955 -3.929 0.203 -0.149 -0.62
O 0.95018 1.14715 -0.14942 0.064 -2.284 -0.179 -0.49
```
Forces are in eV/Å.

Properties
Energy relative to the best compared isomer or geometry (same formula, charge and spin) (kJ/mol): 0.00
Total charge: 0
Multiplicity: 2
Lowest unoccupied orbital energy (alpha / beta) (hartree): 0.0170 / -0.0996
HOMO-LUMO gap (alpha / beta) (Ha): 0.3214 / 0.1935

DFT (ωB97M-V/def2-TZVPD) results for a 2-piece molecular cluster, C4H14N2O overall.

Structure (XYZ):
```
21
Properties=species:S:1:pos:R:3:forces:R:3:nbo_charge:R:1
H -2.15300 0.40561 2.42962 -0.042 0.034 0.340 0.17
H -1.27502 0.00222 0.20118 0.109 0.161 0.089 0.37
H 0.76744 0.42264 1.91961 0.231 0.471 -0.224 0.16
C 1.30783 -0.23258 -0.12449 -0.089 0.029 -0.008 -0.23
H -1.15447 -1.00285 2.96513 0.099 0.399 0.176 0.19
H 2.13226 -0.94825 -0.13289 0.054 0.141 -0.014 0.20
H 0.14363 2.13738 0.36879 -0.001 -0.006 -0.137 0.17
H -0.65335 -0.88672 -2.67359 -0.103 -0.201 -0.062 0.47
H -1.15547 -2.33844 -2.80442 -0.040 0.389 0.043 0.47
H 2.48515 1.37279 0.25174 -0.029 -0.075 -0.158 0.35
H 0.62678 -0.54495 -0.92557 0.086 -0.003 0.031 0.17
C 0.76449 2.08649 -0.54119 0.201 0.071 0.381 -0.42
C -1.73381 -0.56183 2.15232 0.081 -0.645 -0.195 -0.41
H -2.53200 -1.30176 2.01810 -0.189 0.363 -0.193 0.19
N 1.82142 1.08607 -0.46312 0.035 0.076 0.218 -0.61
O -1.44709 -1.41477 -2.82493 0.134 -0.163 -0.006 -0.94
H 1.21467 3.07244 -0.68289 -0.132 -0.113 -0.151 0.20
H 0.88500 -1.27200 1.70067 -0.101 -0.114 -0.051 0.18
C 0.53316 -0.36610 1.19290 -0.123 -0.364 0.344 -0.24
H 0.11869 1.84824 -1.38368 -0.091 0.108 -0.131 0.19
N -0.88857 -0.49935 0.98422 -0.090 -0.558 -0.293 -0.65
```
Forces are in eV/Å.

Properties
Energy relative to the best compared isomer or geometry (same formula, charge and spin) (kJ/mol): 171.81
Total charge: 0
Lowest unoccupied orbital energy (hartree): 0.0341
HOMO-LUMO gap (Ha): 0.3398
SMILES string: CNCCNC.O